Record 1
DFT (ωB97M-V/def2-TZVPD) results for a structure of composition C41H37N7OS3SbSe4V in a non-equilibrium geometry.

XYZ file:
```
95
C41H37N7OS3SbSe4V, DFT ωB97M-V/def2-TZVPD
V 0.94 0.24 -0.40
Se -0.69 -3.60 3.37
Sb -1.63 -2.43 1.47
Se 0.28 -1.66 -0.03
Se -0.64 -0.27 0.98
Se -3.83 -2.68 2.39
N 0.24 1.90 -0.56
S 1.55 2.15 -1.15
N 2.68 2.64 -0.13
S 4.20 2.34 0.00
N 4.49 1.07 0.89
S 3.20 0.63 1.78
N 1.95 0.45 1.04
C 3.59 -0.91 2.58
C 4.92 -1.23 2.84
C 5.20 -2.41 3.49
C 4.17 -3.26 3.88
C 2.85 -2.95 3.60
C 2.56 -1.77 2.94
C 2.94 1.88 3.01
C 1.67 2.37 3.22
C 1.49 3.45 4.06
C 2.59 4.02 4.69
C 3.85 3.48 4.51
C 4.04 2.40 3.67
C 4.94 2.02 -1.54
C 5.12 3.10 -2.44
C 5.77 2.90 -3.63
C 6.31 1.66 -3.95
C 6.23 0.62 -3.02
C 5.58 0.79 -1.82
C 4.73 3.72 0.91
C 3.88 4.82 1.11
C 4.33 5.91 1.81
C 5.63 5.94 2.31
C 6.49 4.86 2.07
C 6.06 3.76 1.37
C 1.26 3.53 -2.24
C 0.05 3.55 -2.92
C -0.30 4.63 -3.70
C 0.57 5.71 -3.80
C 1.74 5.73 -3.05
C 2.07 4.65 -2.26
C 2.18 0.84 -2.09
C 2.58 -0.33 -1.42
C 2.81 -1.50 -2.19
C 2.58 -1.49 -3.54
C 2.27 -0.29 -4.20
C 2.04 0.86 -3.45
H 5.70 -0.56 2.51
H 6.24 -2.67 3.69
H 4.41 -4.17 4.41
H 2.02 -3.60 3.88
H 1.51 -1.52 2.72
H 0.81 1.90 2.75
H 0.50 3.85 4.22
H 2.45 4.87 5.34
H 4.70 3.91 5.03
H 5.02 1.97 3.51
H 4.76 4.08 -2.17
H 5.87 3.73 -4.32
H 6.81 1.50 -4.89
H 6.68 -0.34 -3.24
H 5.53 0.00 -1.09
H 2.87 4.77 0.75
H 3.66 6.73 1.98
H 5.97 6.79 2.87
H 7.50 4.90 2.44
H 6.70 2.91 1.18
H -0.64 2.72 -2.81
H -1.24 4.63 -4.23
H 0.32 6.55 -4.43
H 2.40 6.59 -3.09
H 2.95 4.68 -1.63
H 3.22 -0.19 -0.55
H 3.11 -2.41 -1.66
H 2.69 -2.40 -4.11
H 2.18 -0.25 -5.28
H 1.74 1.79 -3.93
C -1.46 0.73 -4.86
N -2.14 0.56 -3.60
C -3.45 0.88 -3.43
C -4.17 0.43 -2.38
C -3.53 -0.52 -1.50
N -2.19 -0.65 -1.61
C -1.48 -0.06 -2.53
O -0.23 -0.05 -2.50
N -4.09 -1.31 -0.63
H -1.83 -0.02 -5.57
H -0.39 0.57 -4.70
H -1.62 1.73 -5.27
H -3.86 1.52 -4.20
H -5.19 0.72 -2.22
H -5.03 -1.25 -0.25
H -3.41 -2.00 -0.19
```

Its expectation value of S² is 0.794. The largest force on an atom is 16.40 eV Å⁻¹. For the LUMO energy (spin up / spin down), the calculation gives 0.8 / 0.8 eV. For the total energy, the calculation gives -14027.06637 hartree. The energy above the lowest of the compared OMol25 structures with the same formula, charge and spin is 250.2 kcal/mol. The spin multiplicity is 2. As for the HOMO energy (spin up / spin down): -0.063 / -0.064 Ha. As for the total charge: -1.

=====

Record 2
DFT (ωB97M-V/def2-TZVPD) results for a structure of composition C41H38AsGaN4O2S.

XYZ file:
```
88
C41H38AsGaN4O2S, DFT ωB97M-V/def2-TZVPD
Ga -0.31 -0.91 1.11
C 0.74 -5.32 3.20
C 0.81 -3.83 2.89
O 0.45 -3.48 1.74
C 1.29 -3.00 3.91
C 1.56 -1.60 3.83
C 2.17 -0.94 5.04
N 1.36 -0.86 2.77
N 1.89 0.41 2.83
C 1.67 1.06 1.72
O 1.02 0.63 0.69
C 2.24 2.43 1.61
C 2.48 2.94 0.33
C 2.94 4.23 0.16
C 3.17 5.04 1.27
C 2.93 4.54 2.55
C 2.47 3.24 2.71
H -0.12 -5.75 2.69
H 0.68 -5.52 4.27
H 1.63 -5.82 2.80
H 1.54 -3.47 4.85
H 2.31 -1.64 5.86
H 1.50 -0.14 5.36
H 3.12 -0.47 4.78
H 2.28 2.29 -0.51
H 3.10 4.63 -0.84
H 3.54 6.05 1.14
H 3.09 5.18 3.41
H 2.26 2.84 3.70
C -1.46 0.19 -1.64
C -2.71 0.79 -1.46
C -3.79 0.03 -0.93
C -5.00 0.61 -0.61
C -5.21 1.98 -0.80
C -4.15 2.75 -1.27
C -2.93 2.19 -1.58
H -3.63 -1.03 -0.78
H -5.80 0.00 -0.20
H -6.18 2.42 -0.62
H -4.29 3.82 -1.38
H -2.12 2.81 -1.94
C -0.93 4.75 2.92
N -2.17 4.09 3.23
C -3.44 4.65 3.21
C -4.33 3.67 3.44
N -3.61 2.50 3.62
C -2.27 2.75 3.48
S -1.03 1.69 3.76
H -0.94 5.76 3.32
H -0.75 4.77 1.85
H -0.13 4.17 3.38
H -3.59 5.70 3.06
H -5.40 3.70 3.52
H -3.97 1.57 3.56
C 0.79 -5.80 -4.90
C 1.85 -5.04 -4.42
C 1.62 -4.01 -3.52
C 0.33 -3.68 -3.09
C -0.71 -4.49 -3.55
C -0.49 -5.52 -4.46
As -0.06 -2.47 -1.53
C -1.09 -0.99 -2.43
C -2.05 -1.41 -3.44
C -2.49 -0.60 -4.42
C -1.86 0.66 -4.69
C -0.82 1.09 -3.94
C -0.45 0.44 -2.68
C 1.74 -1.69 -1.50
C 2.30 -1.07 -2.61
C 3.58 -0.53 -2.55
C 4.33 -0.65 -1.39
C 3.79 -1.30 -0.29
C 2.50 -1.81 -0.34
H 0.97 -6.60 -5.61
H 2.86 -5.26 -4.74
H 2.47 -3.45 -3.15
H -1.71 -4.31 -3.19
H -1.33 -6.12 -4.81
H -2.45 -2.42 -3.36
H -3.28 -0.93 -5.10
H -2.16 1.22 -5.57
H -0.23 1.95 -4.26
H 0.57 0.62 -2.34
H 1.74 -1.00 -3.53
H 3.98 -0.01 -3.41
H 5.33 -0.22 -1.34
H 4.38 -1.40 0.62
H 2.06 -2.29 0.53
```

The largest force on an atom is 0.73 eV Å⁻¹. For the LUMO energy, the calculation gives 4.2 eV. For the total energy, the calculation gives -6513.33308 hartree. As for the HOMO energy: 0.002 Ha. As for the total charge: -2.

=====

Record 3
DFT (ωB97M-V/def2-TZVPD) results for a structure of composition C41H38BrMnN2O10S2 in a non-equilibrium geometry.

XYZ file:
```
95
C41H38BrMnN2O10S2, DFT ωB97M-V/def2-TZVPD
Mn 0.30 0.65 -0.86
C -2.65 -2.20 -2.22
C -1.84 -0.93 -2.31
O -0.64 -0.98 -1.91
C -2.44 0.25 -2.85
C -3.62 0.23 -3.62
C -4.12 1.37 -4.21
C -3.49 2.60 -4.01
C -2.35 2.67 -3.24
C -1.80 1.53 -2.64
O -0.75 1.61 -1.90
H -2.12 -2.88 -1.56
H -2.78 -2.65 -3.21
H -3.64 -1.98 -1.81
H -4.10 -0.72 -3.80
H -5.02 1.32 -4.81
H -3.89 3.49 -4.47
H -1.85 3.62 -3.07
O -2.18 1.99 0.44
C -1.15 2.41 0.96
O 0.01 1.88 0.81
C -1.18 3.61 1.88
C 0.02 4.16 2.33
C 0.02 5.29 3.13
C -1.18 5.87 3.50
C -2.39 5.31 3.07
C -2.38 4.18 2.25
N -3.61 5.89 3.45
O -3.58 6.97 4.08
O -4.66 5.31 3.14
H 0.95 3.69 2.02
H 0.96 5.72 3.45
H -1.21 6.76 4.12
H -3.31 3.77 1.89
O 0.48 -3.45 0.19
S 1.10 -2.77 -0.97
C 2.85 -3.44 -0.93
C 3.06 -4.36 -2.12
C 1.70 -4.98 -2.42
C 0.74 -3.81 -2.46
H 2.93 -3.97 0.01
H 3.51 -2.58 -0.94
H 3.81 -5.13 -1.90
H 3.40 -3.79 -2.99
H 1.42 -5.66 -1.62
H 1.71 -5.54 -3.36
H -0.31 -4.11 -2.44
H 0.94 -3.15 -3.30
C 3.64 -1.74 2.43
C 3.60 -0.33 1.84
C 2.50 -0.18 0.92
N 1.62 -0.11 0.17
H 4.46 -1.82 3.14
H 3.79 -2.47 1.64
H 2.70 -1.96 2.93
H 4.53 -0.11 1.31
H 3.48 0.41 2.64
Br 5.82 3.61 -7.09
C 4.78 2.89 -5.66
C 3.61 3.53 -5.29
C 2.90 3.02 -4.23
C 3.32 1.86 -3.57
C 4.50 1.24 -3.96
C 5.25 1.76 -5.00
C 2.45 1.31 -2.48
O 2.02 2.12 -1.62
O 2.16 0.10 -2.49
H 3.28 4.41 -5.82
H 1.99 3.51 -3.89
H 4.84 0.36 -3.45
H 6.18 1.30 -5.31
O -1.02 -0.91 0.68
S -0.37 -1.45 1.88
C -1.21 -3.00 2.32
C -2.50 -3.30 1.92
C -3.02 -4.55 2.22
C -2.25 -5.49 2.89
C -0.96 -5.18 3.27
C -0.44 -3.94 2.99
C -1.08 -0.48 3.26
C -0.39 -0.39 4.46
C -0.86 0.45 5.45
C -2.01 1.19 5.24
C -2.70 1.09 4.05
C -2.24 0.25 3.05
H -3.07 -2.57 1.37
H -4.03 -4.80 1.92
H -2.67 -6.46 3.11
H -0.35 -5.93 3.77
H 0.58 -3.68 3.26
H 0.52 -0.95 4.60
H -0.32 0.55 6.38
H -2.37 1.86 6.02
H -3.59 1.69 3.89
H -2.73 0.20 2.09
```

Its expectation value of S² is 8.823. The largest force on an atom is 5.28 eV Å⁻¹. For the LUMO energy (spin up / spin down), the calculation gives 0.7 / 1.4 eV. For the total energy, the calculation gives -6968.43434 hartree. The energy above the lowest of the compared OMol25 structures with the same formula, charge and spin is 113.6 kcal/mol. The spin multiplicity is 6. As for the HOMO energy (spin up / spin down): -0.043 / -0.175 Ha. As for the total charge: -1.

=====

Record 4
DFT (ωB97M-V/def2-TZVPD) results for a structure of composition C41H38N6P2SSn.

XYZ file:
```
89
C41H38N6P2SSn, DFT ωB97M-V/def2-TZVPD
Sn -0.21 -0.32 -0.26
C -4.31 -1.85 1.48
C -4.16 -1.78 2.86
C -2.96 -1.31 3.39
C -1.95 -0.91 2.52
N -2.11 -0.98 1.20
C -3.25 -1.44 0.69
C -0.62 -0.45 3.00
C -0.38 -0.12 4.33
C 0.89 0.27 4.70
C 1.91 0.29 3.76
C 1.60 -0.05 2.45
N 0.35 -0.38 2.08
C 2.64 -0.08 1.38
C 4.00 -0.11 1.64
C 4.89 -0.15 0.57
C 4.40 -0.18 -0.73
C 3.03 -0.18 -0.91
N 2.17 -0.13 0.12
H -5.22 -2.22 1.03
H -4.95 -2.12 3.51
H -2.82 -1.29 4.46
H -3.32 -1.48 -0.40
H -1.17 -0.16 5.06
H 1.10 0.55 5.73
H 2.91 0.58 4.04
H 4.37 -0.11 2.65
H 5.95 -0.18 0.76
H 5.06 -0.20 -1.58
H 2.59 -0.20 -1.90
N 0.30 -2.70 -0.30
N 0.84 -3.22 -1.49
C 0.63 -2.67 -2.72
N 1.11 -3.38 -3.73
S -0.18 -1.20 -2.97
H 0.99 -2.85 0.44
H -0.53 -3.24 -0.05
H 1.24 -4.14 -1.41
H 1.60 -4.26 -3.62
H 0.99 -3.03 -4.67
C -2.68 4.40 -0.30
P -1.45 2.97 -0.02
C -1.07 3.45 1.70
C 0.06 4.09 2.19
C 0.14 4.44 3.53
C -0.91 4.15 4.39
C -2.04 3.49 3.92
C -2.11 3.13 2.58
C -0.32 3.65 -1.28
C 0.99 4.08 -1.18
C 1.66 4.56 -2.31
C 1.05 4.58 -3.55
C -0.25 4.11 -3.69
C -0.90 3.63 -2.56
P -3.28 4.46 -1.95
C -4.33 3.14 -2.46
C -5.64 3.19 -1.96
C -6.54 2.22 -2.36
C -6.14 1.22 -3.24
C -4.84 1.17 -3.73
C -3.92 2.13 -3.34
C -3.62 5.96 -2.63
C -3.05 7.16 -2.11
C -3.45 8.37 -2.62
C -4.36 8.40 -3.69
C -4.90 7.23 -4.24
C -4.52 6.01 -3.76
H -2.15 5.34 -0.10
H -3.53 4.32 0.38
H 0.88 4.36 1.54
H 1.02 4.95 3.90
H -0.85 4.44 5.44
H -2.86 3.27 4.59
H -2.99 2.59 2.23
H 1.51 4.06 -0.24
H 2.67 4.93 -2.21
H 1.58 4.96 -4.42
H -0.73 4.08 -4.66
H -1.88 3.12 -2.72
H -5.96 3.99 -1.30
H -7.56 2.26 -1.99
H -6.87 0.48 -3.56
H -4.55 0.40 -4.43
H -2.92 2.10 -3.75
H -2.32 7.13 -1.31
H -3.05 9.29 -2.23
H -4.64 9.36 -4.11
H -5.60 7.29 -5.07
H -4.90 5.10 -4.19
```

The largest force on an atom is 0.95 eV Å⁻¹. For the LUMO energy, the calculation gives -12.4 eV. For the total energy, the calculation gives -3207.58305 hartree. The energy above the lowest of the compared OMol25 structures with the same formula, charge and spin is 39.2 kcal/mol. As for the HOMO energy: -0.628 Ha. As for the total charge: +4.